[1]
ORCA calculation (ωB97M-V/def2-TZVPD) on a cluster of 5 separate species, C30H41NO6 in total at a distorted geometry.

- E_HOMO (eV) = -9.2
- lowest unoccupied orbital energy (eV) = -0.56
- charge = 0
- orbital gap (Eh) = 0.31627

Each line ends with the Löwdin charge.
Geometry (Å):
C 7.064 -2.050 -6.012  -0.20
C 6.994 -3.160 -3.960  -0.20
C -1.617 2.027 2.193  -0.35
C -3.383 -1.098 7.472  -0.21
H -4.897 -5.114 2.036  0.12
H 6.506 -2.892 -3.021  0.11
C 2.851 0.687 -1.442  -0.19
H 5.913 -3.568 -7.086  0.11
H -3.730 -1.980 0.917  0.12
H -2.280 2.311 -4.212  0.12
O -0.124 5.019 0.993  0.12
H -3.063 -2.136 7.323  0.12
C 5.259 0.163 -2.996  -0.08
H 1.722 3.242 -0.745  0.13
C -4.247 -0.617 6.320  -0.17
H -1.159 0.448 5.847  0.12
H -3.307 2.971 -2.159  0.11
N -1.628 3.465 2.043  0.16
C 0.143 2.609 0.705  -0.06
C -0.083 0.058 1.076  0.01
H -4.882 0.211 6.649  0.12
C -3.208 -0.110 5.338  -0.19
H -4.891 -1.399 5.915  0.10
H 1.439 -1.193 -0.059  0.12
H -3.890 -1.026 8.437  0.12
H -2.402 1.527 6.511  0.12
C -3.133 3.796 -2.857  -0.17
H -3.596 0.607 4.620  0.09
C -2.166 0.486 6.266  -0.20
C 6.627 -3.481 -6.266  -0.18
H -2.778 -0.950 4.784  0.11
H -0.190 5.171 -2.265  0.13
H -6.454 -3.884 3.425  0.11
C -0.539 3.921 1.237  -0.39
C -3.915 -2.321 1.938  -0.20
H -4.098 4.118 -3.251  0.11
H 5.044 -3.491 -4.811  0.11
H -0.612 -0.769 1.600  0.11
O -2.378 1.376 2.863  0.10
H -2.557 3.840 1.849  0.16
H 4.283 0.969 0.281  0.11
O -2.212 -0.274 7.482  -0.14
C 1.233 2.381 -0.233  0.05
O 7.435 -1.970 -4.629  -0.16
C -2.355 4.900 -2.165  -0.17
C 3.935 0.153 -3.633  -0.07
C -0.491 1.429 1.312  -0.06
C -5.459 -3.451 3.313  -0.17
H -2.685 5.098 -1.144  0.11
C -0.933 4.372 -2.236  -0.20
C 5.398 0.447 -1.566  -0.07
H -5.135 -3.081 4.290  0.10
H 7.497 -4.101 -6.503  0.12
H -5.984 -2.597 1.410  0.11
H -3.346 -1.686 2.626  0.10
C 2.702 0.404 -2.861  -0.02
H -5.747 -1.371 2.664  0.11
C -5.391 -2.332 2.290  -0.17
H 7.909 -1.751 -6.635  0.12
H -2.439 5.829 -2.737  0.12
C 6.062 -3.880 -4.917  -0.17
H 7.878 -3.766 -3.734  0.12
C 1.662 0.997 -0.484  -0.14
C 1.036 -0.174 0.167  0.01
C -2.165 3.362 -3.942  -0.21
H 6.033 -4.958 -4.753  0.11
H -3.974 -5.035 3.551  0.12
H 3.927 -0.090 -4.723  0.09
C -4.441 -4.437 2.767  -0.20
H -2.282 3.970 -4.846  0.12
O -3.442 -3.666 2.089  -0.14
O -0.845 3.585 -3.431  -0.14
C 4.186 0.725 -0.809  -0.03
H 6.364 0.463 -1.010  0.10
H 6.240 -1.348 -6.180  0.11
H 6.204 -0.033 -3.561  0.09
H -0.713 3.728 -1.383  0.08
H 1.700 0.369 -3.345  0.11

Atomic forces in eV per Å
C -0.0646 0.2795 0.0543
C 0.2522 0.0085 0.1776
C 0.8232 -1.1887 -0.9723
C 0.1806 -0.1752 0.1052
H -0.0546 -0.0492 0.0786
H 0.0575 0.0995 -0.0364
C 1.2458 0.3709 0.0859
H 0.0304 0.0328 0.0318
H 0.0680 -0.0828 0.0175
H 0.1025 0.0266 -0.0013
O -1.0878 -0.1505 0.4356
H -0.0985 -0.0418 0.0129
C -1.2422 0.4667 1.3187
H -0.3487 -0.9398 0.4379
C -0.1991 0.1223 0.1352
H 0.0049 -0.0264 0.1039
H -0.0201 0.0112 -0.0498
N 0.1255 -0.5424 -0.5047
C 0.6022 -2.9206 -0.1171
C 0.8322 1.3882 -0.6100
H -0.0070 -0.0587 -0.0062
C -0.0429 -0.1667 -0.1944
H 0.0263 0.0124 0.0399
H -0.5549 1.1127 0.2862
H 0.1143 0.0229 0.0199
H 0.0284 0.0318 -0.1008
C -0.1847 -0.2397 0.1395
H 0.0516 -0.0573 0.0755
C 0.0322 0.2001 0.1630
C 0.2024 -0.1760 -0.2096
H 0.0032 0.0594 -0.0067
H 0.0350 -0.0824 -0.0510
H 0.0502 -0.0042 -0.0128
C 1.3192 -2.2743 -1.0275
C 0.3116 0.0895 0.0919
H 0.0489 -0.0188 -0.0071
H 0.0352 -0.0357 0.0292
H 0.5213 0.7301 -0.5279
O 0.0730 0.9361 -0.3647
H 0.3952 0.2757 0.5792
H -0.3028 -0.2852 -1.1887
O -0.1945 -0.0261 -0.1882
C -0.8402 -1.2341 1.0619
O -0.1428 -0.2190 -0.1587
C -0.0175 0.3294 -0.0760
C 0.5966 0.1305 1.9039
C 1.0364 1.8008 -0.7348
C -0.0116 0.0076 0.3184
H 0.0468 0.0100 -0.0275
C 0.1180 -0.0759 0.0148
C -2.6471 0.0888 -0.7370
H -0.0230 -0.0433 -0.0275
H -0.0412 0.0374 -0.0270
H 0.0157 0.0425 0.0315
H -0.0607 0.1156 -0.0592
C 2.5070 -0.0945 0.8137
H 0.0540 -0.0259 -0.0065
C -0.2086 0.0689 -0.2429
H 0.0114 0.0521 0.1047
H -0.0046 -0.0153 0.0741
C -0.3368 0.0020 0.1030
H -0.0495 -0.0547 0.0462
C -0.7010 -0.3103 0.2524
C -0.8533 2.5994 0.3788
C 0.1522 0.0529 -0.2367
H 0.0244 0.0493 0.0125
H 0.0796 0.0287 -0.0741
H -0.3092 0.3257 1.0864
C 0.0672 -0.1764 -0.2129
H -0.0941 -0.0430 -0.0189
O -0.2457 0.0786 0.0934
O -0.2264 0.0600 0.1503
C -0.0176 -0.4617 -1.8106
H -0.8141 -0.0488 -0.8682
H 0.0003 -0.0103 -0.1056
H -1.1839 0.0703 0.2837
H -0.0173 0.0296 -0.0377
H 0.9659 0.0985 0.4895

=====

[2]
ORCA calculation (ωB97M-V/def2-TZVPD) on a structure of composition C32H27Br6N5O10 at a distorted geometry.

- ΔE to the lowest compared entry with this formula, charge and spin (eV) = 4.638
- E_HOMO (eV) = -9.9
- lowest unoccupied orbital energy (eV) = -1.09
- charge = 0
- orbital gap (Eh) = 0.32422

Each line ends with the Löwdin charge.
Geometry (Å):
C 1.445 7.341 -6.815  -0.10
H 4.426 -4.717 -0.324  0.11
H 10.499 -0.005 4.558  0.11
O 2.647 -9.116 0.436  0.04
O -9.009 1.981 -0.044  0.03
C 5.954 -5.785 -1.298  -0.10
C -0.951 -0.969 2.098  -1.50
O -10.890 1.052 -0.718  0.07
C -7.529 -2.377 -1.627  -0.06
C 9.835 -0.838 4.740  -0.08
N 3.589 -9.274 -0.415  -0.29
C -7.501 -0.069 -1.078  0.01
C -3.633 6.351 1.728  -0.12
C 10.433 -1.731 5.598  -0.06
C -8.939 -2.354 -1.750  -0.07
C -5.225 -6.757 4.369  -1.47
H -9.611 -3.158 -2.013  0.11
Br -1.207 -2.915 1.650  0.49
H -7.060 -3.348 -1.690  0.10
H 6.395 -4.842 -1.584  0.11
C 7.814 -2.017 4.752  -0.10
C 4.154 -6.910 -0.220  -0.02
C -5.755 6.633 0.624  -0.07
O -3.427 6.760 4.041  0.05
H 0.287 6.083 -8.047  0.11
N -2.881 6.395 2.985  -0.34
C 0.904 5.365 -4.802  -0.06
H -6.832 6.706 0.587  0.11
Br -6.348 -7.138 2.746  0.49
C -8.927 -0.093 -1.119  -0.13
H 6.073 -9.149 -1.810  0.11
C -3.069 5.975 0.462  -0.01
C 9.729 -2.856 5.849  -0.13
H -0.005 -0.775 2.603  -0.02
O -1.680 6.223 2.965  0.08
Br -3.661 -7.954 4.587  0.51
C -3.836 5.961 -0.660  -0.08
H -2.029 5.705 0.348  0.11
O 3.743 -10.229 -1.194  0.07
C 0.231 5.350 -5.993  -0.08
H -5.801 6.059 -1.476  0.11
C -4.934 6.816 1.703  -0.02
N -9.667 1.060 -0.621  -0.32
H 0.694 4.581 -4.090  0.11
C 5.691 -8.219 -1.415  0.04
H 3.272 -6.910 0.403  0.12
C 8.548 -0.924 4.251  0.01
O 5.782 -1.185 3.800  0.00
H 10.231 -3.705 6.289  0.12
C 8.472 -3.005 5.538  -0.02
H -3.446 5.569 -1.588  0.11
O 2.544 9.193 -7.771  0.08
C 0.596 6.246 -7.025  -0.01
H -0.414 4.552 -6.329  0.10
O 5.704 -3.210 4.558  0.06
H 7.422 -7.064 -2.055  0.10
C -9.659 -1.188 -1.592  -0.01
H 7.951 -3.815 6.027  0.13
C -5.225 6.184 -0.571  -0.06
O 2.300 7.380 -8.920  0.11
H 2.315 6.565 -3.670  0.11
C 1.930 7.467 -5.480  -0.03
H -10.723 -1.270 -1.755  0.12
C 1.719 6.500 -4.569  -0.08
C 6.441 -7.017 -1.606  -0.08
N 6.379 -2.190 4.355  -0.28
H 7.966 -0.136 3.797  0.12
H -5.768 -1.361 -1.024  0.11
N 2.122 8.061 -7.964  -0.36
Br -6.423 -7.041 5.939  0.49
H -4.759 -5.773 4.330  -0.02
H -6.955 0.806 -0.755  0.12
C 4.423 -8.131 -0.739  -0.16
H -5.370 7.195 2.615  0.12
C 4.792 -5.704 -0.568  -0.05
Br -1.123 0.374 0.697  0.55
H 11.477 -1.637 5.858  0.12
C -6.829 -1.260 -1.200  -0.08
Br -2.398 -0.692 3.429  0.48
H 2.568 8.326 -5.332  0.12

Atomic forces in eV per Å
C -0.3318 -1.7563 1.6882
H -0.3411 -0.2320 0.4256
H -0.4793 0.5192 -0.6368
O 3.0387 -1.0089 -2.3104
O -1.5437 -2.1647 -1.5143
C -0.9258 1.0474 0.5880
C -1.3486 -0.4243 0.5949
O 1.2797 0.0667 0.0181
C -1.6747 -1.0433 0.7853
C 1.3772 1.7726 0.2235
N -2.5218 -0.1882 -0.5805
C -1.5314 0.1044 1.1950
C -0.1853 0.2433 -2.1946
C 0.3828 0.2531 -1.6323
C 0.5787 0.4434 -0.7500
C -0.4385 -1.3314 0.2263
H 0.8149 -0.7595 -0.1564
Br 0.7374 1.4432 -0.3079
H 0.2949 0.0376 -0.1631
H 0.5610 -0.2050 -0.1070
C 0.4588 -0.8457 -0.1480
C -2.1584 1.8248 0.7245
C -0.4994 -0.6174 -2.0320
O -0.5248 -0.7472 -1.7349
H -0.3161 -0.2116 -0.0091
N 0.6366 1.6780 1.8805
C -0.3099 1.3102 -0.0544
H -0.0580 0.6473 0.7879
Br 1.1711 0.3890 1.0313
C 0.8043 0.2147 -0.7401
H -0.0393 -0.0753 0.1462
C 0.8591 0.1820 1.9947
C 3.6699 -1.5620 1.8840
H -0.1953 -0.4519 -0.2289
O 0.0865 -0.7193 -0.9910
Br -0.8308 0.4678 -0.4080
C -1.5801 -0.6435 -0.2696
H 0.1081 -0.0447 0.4486
O -0.4908 0.9447 2.0452
C 0.5646 0.2136 -1.8767
H -0.3439 -0.0469 0.1593
C -0.3174 -0.4460 2.0338
N 0.3190 2.3377 1.2654
H 0.3810 0.1326 0.2758
C -0.5171 1.0570 0.1702
H -0.1431 0.4316 0.1363
C -1.6217 -1.0265 1.5887
O 2.7125 -2.3929 1.5390
H 0.0123 0.0314 0.5952
C -5.2433 0.3451 -1.3134
H 0.2786 0.2694 -0.0765
O -0.4628 -0.6423 -0.1703
C 0.5073 1.1281 -0.5490
H -0.1550 -0.1693 0.4343
O 2.5099 1.0863 0.2385
H -0.0116 -0.3472 -0.2427
C 1.0727 0.1928 0.8760
H -0.4410 -0.2391 -0.6861
C 1.4336 0.2638 -0.1998
O 0.1283 -0.4699 -1.7617
H -0.2619 0.0008 0.3359
C 0.3738 1.7234 -3.0522
H -0.0201 0.7123 0.3576
C 0.0279 -1.6545 1.4976
C -0.0359 -2.5428 -0.6333
N -3.7495 1.8729 -1.2703
H 0.4685 0.0231 -0.5824
H 0.0847 0.3008 -0.0734
N -0.3558 0.4661 2.7488
Br 0.8253 0.5497 -0.8625
H -0.7211 -0.0621 0.0065
H -0.3541 0.1832 0.0334
C 3.7859 0.3771 -0.3849
H 0.1025 -0.0341 0.1920
C -0.2027 -1.0773 0.0331
Br 0.1337 -0.8941 0.2544
H -0.0661 0.1608 0.1875
C -0.1051 -0.6189 -1.1237
Br 0.6626 0.3200 -0.3151
H 0.2098 -0.0728 0.4966